1.
This record from OMol25 describes a molecular structure, C37H32BrF13N2OPReSeTe. The level of theory is ωB97M-V with the def2-TZVPD basis set.

Cartesian coordinates (Å):
Re (-1.0072, -1.2689, -0.2298)
C (-3.9218, -2.6150, -0.9500)
N (-3.3328, -1.2916, -0.5997)
C (-3.8947, -0.3474, -1.5892)
C (-3.8199, -0.9124, 0.7487)
C (-2.9761, -1.5942, 1.7971)
N (-1.5557, -1.1954, 1.6069)
C (-0.8384, -1.0720, 2.8127)
C (0.1351, -0.1030, 3.0322)
F (0.4602, 0.7720, 2.0603)
C (0.7824, 0.0208, 4.2502)
F (1.6764, 1.0068, 4.3860)
C (0.5315, -0.8419, 5.2933)
C (-0.3958, -1.8403, 5.0756)
F (-0.6642, -2.7244, 6.0353)
C (-1.0589, -1.9641, 3.8689)
F (-1.9031, -2.9902, 3.7220)
H (-4.9966, -2.4798, -1.0936)
H (-3.7536, -3.3425, -0.1674)
H (-3.4771, -2.9856, -1.8699)
H (-4.9832, -0.3123, -1.4881)
H (-3.6603, -0.6877, -2.5956)
H (-3.5013, 0.6472, -1.4307)
H (-4.8741, -1.1869, 0.8552)
H (-3.7333, 0.1674, 0.8520)
H (-3.0522, -2.6806, 1.7302)
H (-3.3172, -1.2890, 2.7867)
H (1.0468, -0.7506, 6.2384)
F (-0.7974, 2.1982, -6.5167)
C (-0.8104, 1.9636, -5.2175)
C (-0.7195, 3.0086, -4.3152)
F (-0.6195, 4.2533, -4.7529)
C (-0.7305, 2.7469, -2.9533)
F (-0.6245, 3.7976, -2.1435)
C (-0.8460, 1.4584, -2.4392)
P (-0.7042, 1.1435, -0.6286)
C (0.7957, 2.1169, -0.2881)
C (1.9550, 1.7454, -0.9533)
C (3.1278, 2.4619, -0.7769)
C (3.1429, 3.5537, 0.0779)
C (1.9822, 3.9364, 0.7364)
C (0.8062, 3.2272, 0.5510)
C (-2.0210, 2.1488, 0.1553)
C (-2.0951, 2.1382, 1.5501)
C (-3.0761, 2.8582, 2.2130)
C (-4.0051, 3.5967, 1.4927)
C (-3.9350, 3.6225, 0.1083)
C (-2.9464, 2.9093, -0.5543)
C (-0.9196, 0.4330, -3.3803)
Br (-0.9950, -1.3958, -2.8795)
C (-0.9059, 0.6656, -4.7411)
F (-0.9747, -0.3398, -5.6062)
H (1.9391, 0.9001, -1.6232)
H (4.0224, 2.1590, -1.3033)
H (4.0568, 4.1140, 0.2245)
H (1.9880, 4.7972, 1.3915)
H (-0.0928, 3.5527, 1.0562)
H (-1.3790, 1.5743, 2.1332)
H (-3.1128, 2.8419, 3.2942)
H (-4.7746, 4.1552, 2.0081)
H (-4.6472, 4.2031, -0.4624)
H (-2.9203, 2.9459, -1.6349)
C (6.8214, 0.4677, -0.7456)
C (5.4514, -0.1319, -0.5906)
C (4.7073, -0.5234, -1.6960)
C (3.4395, -1.0775, -1.5675)
C (2.7025, -1.4878, -2.8153)
C (2.9004, -1.2235, -0.2829)
Se (1.2031, -2.1280, -0.0857)
C (3.6540, -0.9174, 0.8504)
C (3.2260, -1.2563, 2.2501)
C (4.9095, -0.3471, 0.6678)
H (7.0238, 0.7328, -1.7823)
H (7.5896, -0.2380, -0.4258)
H (6.9295, 1.3647, -0.1348)
H (5.1272, -0.4044, -2.6890)
H (3.4088, -1.7244, -3.6099)
H (2.0565, -0.6855, -3.1885)
H (2.0781, -2.3670, -2.6523)
H (2.1634, -1.4706, 2.3256)
H (3.4746, -0.4472, 2.9356)
H (3.7536, -2.1510, 2.5882)
H (5.4905, -0.0885, 1.5469)
F (-0.6735, -6.8141, 0.2923)
Te (-1.0092, -5.0308, 0.0184)
F (-2.4126, -5.1701, 1.2220)
F (0.1299, -4.6794, 1.4322)
F (-2.1738, -5.5309, -1.3297)
F (0.3835, -5.0329, -1.1978)
O (-1.4336, -3.2679, -0.2957)

**Energy relative to the best compared isomer or geometry (same formula, charge and spin)**: 0.00 kcal per mole
**Charge**: +1
**Frontier orbital gap (alpha / beta)**: 6.4 / 6.6 eV
**HOMO (alpha / beta)**: -10.911 / -10.953 eV
**DFT total energy**: -233338.383 eV
**2S+1**: 2

2.
This record from OMol25 describes a molecular structure, C37H32BrN9O4SSr. The level of theory is ωB97M-V with the def2-TZVPD basis set.

Cartesian coordinates (Å):
Sr (-0.4467, -0.2702, -1.0166)
O (1.2996, -0.7699, -2.8445)
C (1.8334, 0.0039, -3.8588)
C (2.2663, -0.6298, -5.0155)
C (2.8085, 0.1030, -6.0577)
C (2.9123, 1.4793, -5.9400)
C (2.4691, 2.0944, -4.7795)
C (1.9280, 1.3880, -3.7068)
C (1.5127, 2.2115, -2.4725)
O (0.5585, 1.6958, -1.7041)
N (2.8251, 2.5320, -1.6900)
N (3.0985, 1.7081, -0.6117)
C (2.2790, 1.8455, 0.3548)
C (2.4331, 1.0272, 1.5691)
Br (0.7248, 0.5503, 2.2657)
C (3.6031, 0.6193, 2.0548)
C (3.9887, -0.3193, 3.1134)
C (3.1609, -0.7801, 4.1398)
C (3.6189, -1.7290, 5.0422)
C (4.9084, -2.2336, 4.9487)
C (5.7529, -1.7621, 3.9527)
C (5.2974, -0.8120, 3.0548)
H (1.1062, -1.6561, -3.1820)
H (2.1726, -1.7080, -5.0936)
H (3.1390, -0.4025, -6.9555)
H (3.3225, 2.0707, -6.7478)
H (2.5299, 3.1744, -4.6935)
H (1.2525, 3.2042, -2.8748)
H (3.5876, 2.3907, -2.3410)
H (1.4565, 2.5533, 0.3133)
H (4.4363, 1.0072, 1.4746)
H (2.1590, -0.3962, 4.2477)
H (2.9620, -2.0688, 5.8336)
H (5.2585, -2.9733, 5.6573)
H (6.7680, -2.1309, 3.8788)
H (5.9578, -0.4494, 2.2760)
N (-6.8936, -5.7666, -3.5923)
C (-5.7760, -4.9997, -3.2850)
C (-4.6755, -5.5787, -2.6461)
C (-3.5864, -4.8071, -2.2996)
C (-3.5825, -3.4478, -2.5845)
C (-4.6673, -2.8581, -3.2137)
C (-5.7576, -3.6323, -3.5640)
S (-2.1967, -2.4802, -2.1184)
O (-2.4184, -1.1280, -2.6550)
O (-0.9872, -3.1211, -2.5946)
N (-2.0245, -2.3532, -0.5502)
C (-2.9215, -1.6135, 0.1672)
N (-2.3497, -0.6671, 0.9527)
C (-3.1610, 0.0357, 1.7409)
C (-4.5274, -0.1527, 1.7605)
C (-5.0177, -1.0977, 0.8698)
N (-4.2429, -1.8229, 0.0805)
H (-6.7291, -6.7555, -3.6845)
H (-7.4840, -5.4024, -4.3217)
H (-4.6755, -6.6397, -2.4262)
H (-2.7390, -5.2669, -1.8146)
H (-4.6486, -1.7978, -3.4238)
H (-6.6085, -3.1757, -4.0558)
H (-2.6872, 0.7872, 2.3649)
H (-5.1785, 0.4175, 2.4051)
H (-6.0851, -1.2784, 0.7843)
C (3.6363, -2.4595, 0.5214)
C (2.6648, -1.8128, -0.2176)
N (1.3548, -1.9966, -0.0025)
C (0.9863, -2.8373, 0.9568)
C (1.8885, -3.5207, 1.7632)
C (3.2418, -3.3070, 1.5444)
C (1.4276, -4.3871, 2.8666)
C (0.5381, -5.3799, 2.8366)
C (-0.1728, -5.9415, 1.6779)
C (-1.2086, -6.8469, 1.8875)
C (-1.8690, -7.3257, 0.7731)
N (-1.5383, -6.9637, -0.4639)
C (-0.5109, -6.1183, -0.5600)
N (0.1857, -5.6002, 0.4379)
H (4.6823, -2.2712, 0.3218)
H (2.9265, -1.1018, -0.9890)
H (-0.0826, -2.9607, 1.0903)
H (3.9790, -3.7984, 2.1685)
H (1.8838, -4.1684, 3.8288)
H (0.3009, -5.8626, 3.7785)
H (-1.4967, -7.1501, 2.8849)
H (-2.6935, -8.0236, 0.8707)
H (-0.2237, -5.8042, -1.5582)

**Energy relative to the best compared isomer or geometry (same formula, charge and spin)**: 1.50 kcal per mole
**Charge**: 0
**Frontier orbital gap**: 7.4 eV
**HOMO**: -7.551 eV
**DFT total energy**: -142204.336 eV

3.
This record from OMol25 describes a molecular structure, C37H32CoN2O2PS2. The level of theory is ωB97M-V with the def2-TZVPD basis set.

Cartesian coordinates (Å):
Co (0.6237, 0.3847, 0.5536)
S (-0.3909, -1.4238, -0.0616)
C (0.5527, -2.0158, -1.3428)
N (0.1917, -3.0219, -2.0828)
C (1.0754, -3.5235, -3.1463)
C (2.5080, -3.4142, -2.7045)
N (2.7847, -2.0298, -2.2739)
C (4.1729, -1.5498, -2.5107)
C (5.1596, -2.5332, -1.9412)
C (5.2293, -2.7158, -0.5620)
C (6.1195, -3.6325, -0.0289)
C (6.9479, -4.3650, -0.8720)
C (6.8869, -4.1791, -2.2441)
C (5.9894, -3.2647, -2.7805)
C (1.8815, -1.3499, -1.6314)
S (2.0896, 0.2551, -1.1083)
C (-1.0923, -3.7514, -1.9254)
C (-0.8410, -5.1382, -1.3935)
C (-0.3478, -5.3093, -0.1015)
C (-0.0963, -6.5831, 0.3799)
C (-0.3421, -7.6905, -0.4241)
C (-0.8394, -7.5240, -1.7069)
C (-1.0858, -6.2465, -2.1943)
H (0.8746, -2.9591, -4.0603)
H (0.8213, -4.5686, -3.3133)
H (3.1827, -3.6478, -3.5249)
H (2.7358, -4.0899, -1.8779)
H (4.2666, -0.5664, -2.0575)
H (4.2894, -1.4473, -3.5907)
H (4.5997, -2.1278, 0.0984)
H (6.1797, -3.7684, 1.0424)
H (7.6491, -5.0748, -0.4546)
H (7.5396, -4.7406, -2.8984)
H (5.9514, -3.1113, -3.8533)
H (-1.5441, -3.7858, -2.9180)
H (-1.7385, -3.1666, -1.2745)
H (-0.1774, -4.4497, 0.5384)
H (0.2770, -6.7159, 1.3863)
H (-0.1545, -8.6852, -0.0432)
H (-1.0407, -8.3857, -2.3286)
H (-1.4849, -6.1181, -3.1944)
O (-1.3690, 0.3023, 3.7958)
C (-1.1021, 0.8987, 2.7976)
O (0.0924, 0.6959, 2.1786)
C (-2.0174, 1.9174, 2.1920)
C (-3.0201, 2.4111, 3.0210)
C (-3.8781, 3.4027, 2.5771)
C (-3.7507, 3.9135, 1.2924)
C (-2.7692, 3.4189, 0.4504)
C (-1.9028, 2.4175, 0.8949)
P (-0.6985, 1.8609, -0.3106)
C (-1.5608, 1.2380, -1.7512)
C (-2.8756, 0.7904, -1.6320)
C (-3.5164, 0.2327, -2.7295)
C (-2.8508, 0.1223, -3.9403)
C (-1.5390, 0.5694, -4.0638)
C (-0.8899, 1.1224, -2.9735)
C (0.3664, 3.2428, -0.7063)
C (0.3077, 3.9256, -1.9197)
C (1.1416, 5.0147, -2.1264)
C (2.0303, 5.4127, -1.1379)
C (2.0867, 4.7357, 0.0750)
C (1.2525, 3.6541, 0.2957)
H (-3.0998, 2.0111, 4.0224)
H (-4.6439, 3.7853, 3.2379)
H (-4.4120, 4.6958, 0.9458)
H (-2.6771, 3.8168, -0.5538)
H (-3.4025, 0.8777, -0.6904)
H (-4.5401, -0.1042, -2.6383)
H (-3.3601, -0.2965, -4.7984)
H (-1.0337, 0.5077, -5.0190)
H (0.1244, 1.4836, -3.0778)
H (-0.3893, 3.6265, -2.6917)
H (1.0918, 5.5565, -3.0611)
H (2.6773, 6.2626, -1.3087)
H (2.7692, 5.0591, 0.8488)
H (1.2686, 3.1548, 1.2608)

**Energy relative to the best compared isomer or geometry (same formula, charge and spin)**: 0.00 kcal per mole
**Charge**: +2
**Frontier orbital gap (alpha / beta)**: 6.9 / 6.9 eV
**HOMO (alpha / beta)**: -14.170 / -14.170 eV
**DFT total energy**: -114536.953 eV